1.
The following is a quantum chemistry calculation of C50H36CoN4O3P2S2Te as an isolated structure, from the OMol25 dataset.

Structure (XYZ):
```
99
Properties=species:S:1:pos:R:3:lowdin_spin:R:1
Co -15.11 -6.93 -16.47 2.7305
S -12.15 -12.35 -20.31 0.0002
C -13.22 -13.04 -21.37 0.0005
C -14.51 -12.54 -21.26 0.0000
C -14.55 -11.54 -20.34 0.0004
C -13.44 -11.50 -19.47 0.0001
C -13.33 -10.70 -18.26 0.0022
C -14.11 -9.51 -18.11 0.0026
N -14.09 -8.79 -16.98 0.0405
C -13.43 -9.20 -15.88 0.0031
C -12.64 -10.39 -15.95 0.0008
C -11.84 -10.66 -14.77 -0.0004
C -11.95 -9.91 -13.62 0.0007
C -12.77 -8.73 -13.57 0.0007
C -12.68 -7.89 -12.46 0.0023
C -13.28 -6.65 -12.51 0.0013
C -14.01 -6.34 -13.65 0.0088
N -14.21 -7.19 -14.76 0.0417
C -13.56 -8.40 -14.72 0.0058
C -13.16 -5.74 -11.34 0.0004
C -13.48 -4.38 -11.35 -0.0003
C -13.04 -3.70 -10.19 0.0000
C -12.42 -4.51 -9.29 -0.0003
S -12.26 -6.11 -9.91 0.0002
C -12.57 -11.08 -17.17 -0.0008
H -12.86 -13.81 -22.07 0.0000
H -15.34 -12.96 -21.87 0.0000
H -15.48 -10.98 -20.21 0.0000
H -14.68 -9.19 -18.93 0.0005
H -11.15 -11.47 -14.75 0.0000
H -11.33 -10.25 -12.81 0.0001
H -12.00 -8.12 -11.62 0.0001
H -14.45 -5.33 -13.80 0.0004
H -14.03 -3.95 -12.19 0.0000
H -13.16 -2.64 -10.09 0.0000
H -12.01 -4.18 -8.34 0.0000
H -11.98 -12.01 -17.24 0.0000
Te -19.03 -3.41 -17.82 0.0087
C -19.02 -1.33 -17.15 0.0223
C -18.01 -0.45 -17.61 0.0026
C -18.28 0.93 -17.71 0.0005
N -19.39 1.50 -17.24 -0.0007
C -20.27 0.62 -16.78 0.0013
C -20.15 -0.76 -16.64 0.0020
C -16.98 -3.95 -17.68 0.3377
P -16.35 -4.11 -19.32 0.3339
C -14.69 -3.44 -19.46 0.0591
C -14.45 -2.20 -18.89 0.0131
C -13.15 -1.65 -18.90 0.0032
C -12.17 -2.30 -19.67 0.0009
C -12.46 -3.54 -20.30 0.0001
C -13.74 -4.05 -20.27 0.0063
C -17.32 -3.06 -20.51 0.0437
C -18.26 -3.86 -21.23 0.0116
C -18.82 -3.29 -22.34 0.0006
C -18.54 -1.96 -22.74 0.0032
C -17.69 -1.19 -21.95 0.0036
C -17.08 -1.74 -20.85 0.0071
P -16.60 -4.86 -16.22 0.0962
C -18.05 -5.81 -15.64 0.0135
C -19.16 -5.24 -15.03 0.0035
C -20.26 -6.08 -14.63 0.0004
C -20.24 -7.37 -15.08 0.0026
C -19.03 -7.96 -15.49 0.0017
C -17.92 -7.21 -15.76 0.0159
C -16.42 -3.79 -14.73 0.0223
C -16.81 -4.19 -13.46 0.0040
C -16.68 -3.32 -12.40 0.0011
C -16.20 -2.01 -12.61 0.0027
C -15.68 -1.69 -13.87 0.0001
C -15.65 -2.69 -14.89 0.0087
H -17.05 -0.75 -18.02 0.0010
H -17.49 1.61 -18.07 0.0001
H -21.23 1.02 -16.56 0.0003
H -20.98 -1.28 -16.17 0.0001
H -15.17 -1.71 -18.27 0.0005
H -12.86 -0.77 -18.35 0.0007
H -11.23 -1.80 -19.85 0.0001
H -11.66 -4.02 -20.87 0.0000
H -13.88 -5.05 -20.76 0.0022
H -18.47 -4.87 -20.86 0.0029
H -19.48 -3.97 -22.86 -0.0001
H -19.11 -1.52 -23.56 0.0001
H -17.58 -0.10 -22.21 0.0005
H -16.39 -1.12 -20.30 0.0001
H -19.22 -4.15 -14.94 0.0002
H -21.13 -5.70 -14.08 0.0001
H -21.17 -7.96 -15.15 0.0002
H -18.84 -9.07 -15.53 0.0001
H -16.97 -7.67 -16.12 0.0050
H -17.37 -5.12 -13.38 0.0002
H -16.84 -3.57 -11.36 0.0001
H -16.14 -1.26 -11.83 0.0001
H -15.24 -0.72 -14.06 0.0001
H -15.26 -2.53 -15.87 0.0036
O -17.44 -6.91 -18.90 0.0091
N -16.28 -7.26 -19.20 0.0139
O -15.92 -8.14 -20.06 0.0133
O -15.22 -6.65 -18.57 0.0699
```

Output
ΔE to the lowest compared entry with this formula, charge and spin, kJ/mol: 0.0
Frontier orbital gap (spin up / spin down), eV: 5.695 / 5.645
Net charge: +1
Multiplicity: 5
HOMO (spin up / spin down), eV: -9.473 / -9.496
Total energy, eV: -149692.0700
<S²>: 6.01

2.
The following is a quantum chemistry calculation of a 2-piece molecular cluster, H7N3O2 overall, from the OMol25 dataset.

Structure (XYZ):
```
12
Properties=species:S:1:pos:R:3:nbo_charge:R:1
N -0.35 -1.29 0.11 -0.6540
N -1.12 -0.15 0.34 -0.3026
N -2.16 -0.09 -0.60 -0.6662
H 0.30 -1.20 -0.67 0.3235
H 0.22 -1.44 0.95 0.3537
H -0.45 0.77 0.42 0.2509
H -1.89 0.20 -1.53 0.3297
H -2.95 0.41 -0.21 0.3598
O 1.91 0.55 0.98 -0.4553
O 2.15 0.60 -0.42 -0.4677
H 1.27 1.34 1.13 0.4609
H 3.08 0.31 -0.50 0.4674
```

Output
ΔE to the lowest compared entry with this formula, charge and spin, kJ/mol: 119.7
Frontier orbital gap, eV: 9.143
Net charge: 0
Multiplicity: 1
HOMO, eV: -8.425
Total energy, eV: -8673.4055

For the records above, the corresponding strongest force on any atom values read 3.98 3.41 eV/A.